Entry 1:
DFT (ωB97M-V with the def2-TZVPD basis set) results for a cluster of 2 separate species, C7H10IN2O in total.

Structure (XYZ):
```
21
Properties=species:S:1:pos:R:3:forces:R:3:mulliken_charge:R:1
H -2.581 0.485 1.387 0.035 -0.007 -0.022 0.35
H 3.811 1.478 -1.398 -0.071 -0.063 -0.012 0.30
H -4.733 -1.228 -1.173 0.073 -0.038 -0.040 0.32
C -2.854 -1.159 -0.073 0.344 0.335 -0.673 0.48
H 3.546 2.048 0.236 -0.013 0.037 0.012 0.33
N 6.110 0.392 0.479 0.082 0.066 -0.308 -0.38
C 3.768 1.161 -0.355 0.122 -0.089 -0.401 -0.39
C -4.094 -0.478 -0.702 -0.290 0.114 0.289 -1.33
C 5.104 0.714 0.029 -0.134 -0.077 0.631 0.15
H -1.154 -0.527 1.121 0.011 -0.058 -0.057 0.16
H -3.264 -1.792 0.763 0.050 -0.144 -0.027 0.11
N 1.029 0.938 1.726 0.133 0.211 0.162 -0.37
H -1.637 0.651 -0.110 -0.006 -0.068 -0.103 0.26
H -4.699 0.064 0.044 0.018 -0.018 -0.032 0.32
H 2.036 0.076 -1.094 -0.072 -0.111 0.016 0.37
C -2.011 -0.070 0.624 -0.237 0.110 0.389 -1.05
O -2.130 -1.816 -1.003 -0.054 -0.191 0.231 -0.93
H -3.779 0.236 -1.469 0.088 -0.047 -0.034 0.31
I 3.196 -1.887 0.252 -0.043 0.079 -0.122 0.17
C 2.608 0.132 -0.173 0.147 0.180 0.053 -0.23
C 1.728 0.583 0.889 -0.181 -0.222 0.047 0.04
```
Positions in Å, forces in eV/Å.

Charge: -1
E_HOMO, eV: -2.33
Energy above the lowest of the compared OMol25 structures with the same formula, charge and spin, kcal per mole: 0.0
E_tot, eV: -20547.958
Orbital gap, eV: 4.3

=====

Entry 2:
DFT (ωB97M-V with the def2-TZVPD basis set) results for the molecule C7H10IN3O in a non-equilibrium geometry.

Structure (XYZ):
```
22
Properties=species:S:1:pos:R:3:forces:R:3:mulliken_charge:R:1
C 1.039 -1.640 1.043 0.324 0.135 1.005 -1.27
C -0.199 -1.256 -1.249 0.649 2.372 1.005 -0.95
N 0.164 1.078 -0.801 -0.561 0.780 -1.222 0.15
H -1.052 2.675 -0.517 -0.568 0.323 -0.033 0.37
I 0.173 -1.244 -3.345 -0.001 -0.324 -0.004 0.10
H 2.095 -1.819 1.386 -0.901 -0.025 -0.396 0.38
H -1.669 0.383 -1.710 1.701 -0.256 1.649 0.34
O -2.788 -0.642 0.235 -0.277 0.536 1.183 -0.58
C -0.857 0.131 -0.868 -3.377 -1.968 -2.904 0.01
C -1.774 0.002 0.378 0.935 -1.435 -3.967 0.27
H 1.873 0.694 0.174 0.979 0.851 1.505 0.23
H 0.511 -2.638 1.041 0.490 1.064 0.184 0.32
N 1.344 0.349 -0.566 1.127 -0.575 -0.647 -0.46
C 1.109 -1.082 -0.434 1.247 -0.755 -0.683 0.25
C -0.539 1.683 1.353 -2.449 -0.634 -0.745 0.03
H 2.025 -1.527 -1.027 -1.833 0.235 1.463 0.34
N -1.233 0.627 1.393 -0.914 0.160 4.880 -0.41
H -0.793 -2.086 -0.932 -0.360 -0.453 -0.182 0.56
H 0.513 2.926 0.234 0.791 0.503 -1.023 0.35
C -0.250 2.200 0.014 1.533 0.575 0.694 -0.80
H -0.304 2.135 2.291 1.015 0.204 0.513 0.48
H 0.610 -0.950 1.907 0.449 -1.313 -2.275 0.29
```
Positions in Å, forces in eV/Å.

E_HOMO, eV: -7.75
Energy above the lowest of the compared OMol25 structures with the same formula, charge and spin, kcal per mole: 45.9
E_tot, eV: -22036.020
Orbital gap, eV: 7.3
Structure (SMILES): C[C@@H]1NN2CC=NC(=O)[C@@H]2[C@H]1I

=====

Entry 3:
DFT (ωB97M-V with the def2-TZVPD basis set) results for the ion C7H10N with charge +1 in a non-equilibrium geometry.

Structure (XYZ):
```
18
Properties=species:S:1:pos:R:3:forces:R:3:mulliken_charge:R:1
H 1.196 -0.121 -2.005 -1.727 0.081 -0.112 0.24
H 1.652 2.045 1.894 0.407 1.006 -1.991 0.24
H -0.310 -1.837 1.043 -1.444 -0.721 -0.098 0.31
C 1.058 -0.668 0.265 0.728 1.763 -0.172 -0.25
C 1.233 0.883 0.102 -1.285 -1.801 -1.407 0.48
N -0.310 -1.151 0.307 0.062 2.115 -0.350 -0.02
C -2.727 -1.032 -0.096 1.336 1.319 0.565 -1.04
C 1.600 2.115 0.740 -1.378 -0.841 2.519 -0.23
C -1.314 -0.495 -0.241 -0.016 -1.949 0.140 0.25
H 1.719 -1.137 1.033 -0.594 0.193 -1.049 0.41
H -3.295 -1.063 -1.007 0.334 -0.279 -0.969 0.35
C 1.585 -0.071 -1.011 1.116 -0.252 0.492 -0.80
H 2.076 2.790 0.078 1.054 0.999 0.180 0.30
C 0.159 1.886 0.268 1.391 -0.687 0.218 -0.62
H -1.031 0.388 -0.825 -0.306 -0.487 0.186 0.47
H -3.332 -0.217 0.404 0.654 -1.250 0.496 0.30
H -2.570 -2.040 0.316 -1.087 0.552 0.408 0.30
H 2.612 -0.276 -1.266 0.756 0.237 0.945 0.29
```
Positions in Å, forces in eV/Å.

Charge: +1
E_HOMO, eV: -13.51
Energy above the lowest of the compared OMol25 structures with the same formula, charge and spin, kcal per mole: 135.6
E_tot, eV: -8897.714
Orbital gap, eV: 8.4

=====

> Which formula does entry 3 have?

C7H10N

=====

> Number 3 is which compound?

C7H10N

=====

Repeat the second record exactly.
DFT (ωB97M-V with the def2-TZVPD basis set) results for the molecule C7H10IN3O in a non-equilibrium geometry.

Structure (XYZ):
```
22
Properties=species:S:1:pos:R:3:forces:R:3:mulliken_charge:R:1
C 1.039 -1.640 1.043 0.324 0.135 1.005 -1.27
C -0.199 -1.256 -1.249 0.649 2.372 1.005 -0.95
N 0.164 1.078 -0.801 -0.561 0.780 -1.222 0.15
H -1.052 2.675 -0.517 -0.568 0.323 -0.033 0.37
I 0.173 -1.244 -3.345 -0.001 -0.324 -0.004 0.10
H 2.095 -1.819 1.386 -0.901 -0.025 -0.396 0.38
H -1.669 0.383 -1.710 1.701 -0.256 1.649 0.34
O -2.788 -0.642 0.235 -0.277 0.536 1.183 -0.58
C -0.857 0.131 -0.868 -3.377 -1.968 -2.904 0.01
C -1.774 0.002 0.378 0.935 -1.435 -3.967 0.27
H 1.873 0.694 0.174 0.979 0.851 1.505 0.23
H 0.511 -2.638 1.041 0.490 1.064 0.184 0.32
N 1.344 0.349 -0.566 1.127 -0.575 -0.647 -0.46
C 1.109 -1.082 -0.434 1.247 -0.755 -0.683 0.25
C -0.539 1.683 1.353 -2.449 -0.634 -0.745 0.03
H 2.025 -1.527 -1.027 -1.833 0.235 1.463 0.34
N -1.233 0.627 1.393 -0.914 0.160 4.880 -0.41
H -0.793 -2.086 -0.932 -0.360 -0.453 -0.182 0.56
H 0.513 2.926 0.234 0.791 0.503 -1.023 0.35
C -0.250 2.200 0.014 1.533 0.575 0.694 -0.80
H -0.304 2.135 2.291 1.015 0.204 0.513 0.48
H 0.610 -0.950 1.907 0.449 -1.313 -2.275 0.29
```
Positions in Å, forces in eV/Å.

E_HOMO, eV: -7.75
Energy above the lowest of the compared OMol25 structures with the same formula, charge and spin, kcal per mole: 45.9
E_tot, eV: -22036.020
Orbital gap, eV: 7.3
Structure (SMILES): C[C@@H]1NN2CC=NC(=O)[C@@H]2[C@H]1I

=====

Please write out number 2 again, unchanged.
DFT (ωB97M-V with the def2-TZVPD basis set) results for the molecule C7H10IN3O in a non-equilibrium geometry.

Structure (XYZ):
```
22
Properties=species:S:1:pos:R:3:forces:R:3:mulliken_charge:R:1
C 1.039 -1.640 1.043 0.324 0.135 1.005 -1.27
C -0.199 -1.256 -1.249 0.649 2.372 1.005 -0.95
N 0.164 1.078 -0.801 -0.561 0.780 -1.222 0.15
H -1.052 2.675 -0.517 -0.568 0.323 -0.033 0.37
I 0.173 -1.244 -3.345 -0.001 -0.324 -0.004 0.10
H 2.095 -1.819 1.386 -0.901 -0.025 -0.396 0.38
H -1.669 0.383 -1.710 1.701 -0.256 1.649 0.34
O -2.788 -0.642 0.235 -0.277 0.536 1.183 -0.58
C -0.857 0.131 -0.868 -3.377 -1.968 -2.904 0.01
C -1.774 0.002 0.378 0.935 -1.435 -3.967 0.27
H 1.873 0.694 0.174 0.979 0.851 1.505 0.23
H 0.511 -2.638 1.041 0.490 1.064 0.184 0.32
N 1.344 0.349 -0.566 1.127 -0.575 -0.647 -0.46
C 1.109 -1.082 -0.434 1.247 -0.755 -0.683 0.25
C -0.539 1.683 1.353 -2.449 -0.634 -0.745 0.03
H 2.025 -1.527 -1.027 -1.833 0.235 1.463 0.34
N -1.233 0.627 1.393 -0.914 0.160 4.880 -0.41
H -0.793 -2.086 -0.932 -0.360 -0.453 -0.182 0.56
H 0.513 2.926 0.234 0.791 0.503 -1.023 0.35
C -0.250 2.200 0.014 1.533 0.575 0.694 -0.80
H -0.304 2.135 2.291 1.015 0.204 0.513 0.48
H 0.610 -0.950 1.907 0.449 -1.313 -2.275 0.29
```
Positions in Å, forces in eV/Å.

E_HOMO, eV: -7.75
Energy above the lowest of the compared OMol25 structures with the same formula, charge and spin, kcal per mole: 45.9
E_tot, eV: -22036.020
Orbital gap, eV: 7.3
Structure (SMILES): C[C@@H]1NN2CC=NC(=O)[C@@H]2[C@H]1I